[1]
{"formula": "C46H95F3N5O14S2V", "method": "ωB97M-V/def2-TZVPD", "symbols": ["O", "V", "O", "C", "F", "F", "F", "S", "O", "O", "O", "S", "O", "O", "O", "O", "C", "C", "C", "C", "C", "C", "N", "O", "C", "C", "C", "H", "H", "H", "H", "H", "H", "H", "H", "H", "H", "H", "H", "H", "H", "H", "H", "H", "H", "H", "C", "C", "C", "C", "C", "C", "N", "O", "C", "C", "C", "H", "H", "H", "H", "H", "H", "H", "H", "H", "H", "H", "H", "H", "H", "H", "H", "H", "H", "H", "C", "C", "C", "C", "C", "C", "N", "O", "C", "C", "C", "H", "H", "H", "H", "H", "H", "H", "H", "H", "H", "H", "H", "H", "H", "H", "H", "H", "H", "H", "C", "C", "C", "C", "C", "C", "N", "O", "C", "C", "C", "H", "H", "H", "H", "H", "H", "H", "H", "H", "H", "H", "H", "H", "H", "H", "H", "H", "H", "H", "C", "C", "C", "C", "C", "C", "N", "O", "C", "C", "C", "H", "H", "H", "H", "H", "H", "H", "H", "H", "H", "H", "H", "H", "H", "H", "H", "H", "H", "H"], "positions_angstrom": [[-0.071, -0.306, -0.736], [1.093, -1.425, -0.531], [0.892, -1.949, 0.974], [5.333, -0.269, 1.750], [4.761, -0.812, 2.791], [4.799, 0.983, 1.684], [6.697, -0.302, 1.908], [4.719, -1.207, 0.146], [5.042, -2.620, 0.362], [3.255, -1.178, 0.207], [5.342, -0.566, -1.039], [2.871, -0.619, -3.484], [3.825, -1.722, -3.723], [3.796, 0.544, -3.492], [2.009, -0.481, -4.656], [2.078, -0.832, -2.261], [2.565, -4.018, -1.541], [1.175, -4.691, -1.512], [1.159, -5.632, -0.215], [-0.223, -6.182, 0.111], [-1.296, -5.067, 0.202], [-1.362, -4.072, -1.008], [0.016, -3.679, -1.400], [0.002, -2.799, -2.457], [-2.082, -4.629, -2.212], [-2.097, -2.837, -0.555], [1.207, -5.701, -2.759], [2.604, -3.274, -2.337], [3.474, -4.614, -1.626], [2.569, -3.309, -0.713], [1.830, -6.491, -0.189], [1.375, -5.110, 0.717], [-0.221, -6.703, 1.068], [-0.536, -6.883, -0.663], [-1.112, -4.609, 1.174], [-2.203, -5.631, 0.421], [-1.662, -5.555, -2.604], [-2.988, -5.057, -1.783], [-2.470, -4.040, -3.043], [-1.884, -2.499, 0.459], [-1.969, -2.014, -1.258], [-3.181, -2.819, -0.667], [2.076, -5.494, -3.382], [0.431, -5.426, -3.474], [1.190, -6.767, -2.530], [-0.174, -3.467, -3.124], [1.360, -1.468, 4.706], [1.936, -2.669, 5.589], [0.785, -3.792, 5.650], [0.700, -4.566, 4.369], [2.026, -5.359, 4.243], [3.343, -4.393, 4.243], [3.215, -3.305, 5.185], [4.364, -2.496, 5.202], [4.534, -5.265, 4.596], [3.430, -3.833, 2.765], [2.202, -2.240, 7.075], [2.271, -0.887, 4.559], [0.662, -0.971, 5.379], [0.979, -1.726, 3.718], [0.966, -4.467, 6.486], [-0.175, -3.354, 5.922], [0.591, -3.881, 3.529], [-0.046, -5.356, 4.458], [1.903, -5.803, 3.255], [2.194, -6.170, 4.952], [5.444, -4.717, 4.839], [4.318, -6.043, 5.329], [4.923, -5.887, 3.790], [4.255, -3.121, 2.780], [3.660, -4.519, 1.950], [2.456, -3.425, 2.495], [2.551, -3.116, 7.622], [1.318, -2.044, 7.683], [3.011, -1.512, 7.130], [4.211, -2.028, 4.378], [3.628, 4.129, -1.380], [2.652, 3.582, -0.355], [3.124, 3.780, 1.114], [3.006, 5.192, 1.739], [1.551, 5.688, 1.592], [1.142, 5.595, 0.109], [1.377, 4.287, -0.449], [0.676, 4.003, -1.633], [-0.416, 5.874, 0.236], [1.877, 6.795, -0.627], [2.562, 2.066, -0.435], [4.179, 5.008, -1.045], [3.143, 4.372, -2.325], [4.375, 3.406, -1.707], [2.646, 3.109, 1.828], [4.208, 3.675, 1.141], [3.620, 5.889, 1.169], [3.522, 5.253, 2.698], [1.472, 6.716, 1.947], [0.906, 5.043, 2.188], [-0.722, 6.768, 0.780], [-0.983, 5.917, -0.694], [-0.965, 5.116, 0.794], [1.410, 7.736, -0.337], [2.955, 6.921, -0.534], [1.611, 6.650, -1.674], [1.752, 1.667, 0.176], [3.429, 1.508, -0.079], [2.380, 1.718, -1.451], [1.157, 4.518, -2.285], [-6.296, -0.588, 1.238], [-5.310, 0.659, 0.853], [-6.204, 1.908, 0.891], [-5.343, 3.077, 0.698], [-4.336, 3.254, 1.819], [-3.449, 2.041, 1.996], [-4.222, 0.790, 1.840], [-3.521, -0.360, 2.126], [-2.273, 2.194, 0.950], [-2.869, 2.250, 3.396], [-4.884, 0.450, -0.547], [-5.704, -1.497, 1.350], [-6.648, -0.503, 2.266], [-7.154, -0.764, 0.589], [-7.006, 1.944, 0.153], [-6.655, 2.072, 1.869], [-4.820, 3.017, -0.256], [-5.947, 3.984, 0.664], [-4.891, 3.618, 2.683], [-3.750, 4.137, 1.567], [-1.850, 1.254, 0.595], [-1.496, 2.878, 1.290], [-2.615, 2.690, 0.042], [-2.141, 3.052, 3.512], [-2.205, 1.435, 3.685], [-3.643, 2.406, 4.149], [-4.847, -0.606, -0.815], [-5.421, 1.027, -1.299], [-3.810, 0.556, -0.705], [-3.766, -0.491, 3.045], [-0.071, 4.426, -4.841], [-1.293, 3.589, -4.526], [-2.263, 3.834, -5.664], [-3.385, 2.822, -5.757], [-2.769, 1.430, -5.767], [-1.826, 1.130, -4.550], [-0.840, 2.210, -4.421], [0.140, 1.935, -3.517], [-2.670, 0.841, -3.285], [-1.075, -0.126, -5.031], [-2.058, 4.130, -3.245], [0.642, 4.400, -4.018], [-0.409, 5.460, -4.777], [0.321, 4.091, -5.802], [-2.578, 4.861, -5.479], [-1.807, 3.947, -6.647], [-3.934, 2.982, -6.685], [-4.101, 2.791, -4.937], [-2.123, 1.301, -6.636], [-3.512, 0.632, -5.779], [-3.695, 0.581, -3.549], [-2.290, -0.015, -2.729], [-2.884, 1.665, -2.604], [-0.482, 0.106, -5.917], [-0.371, -0.526, -4.301], [-1.768, -0.950, -5.199], [-2.044, 5.201, -3.040], [-1.736, 3.575, -2.364], [-3.120, 3.888, -3.286], [-0.237, 2.167, -2.665]], "charge": -3, "lumo_ev": [5.04, 5.04], "homo_energy_ev": [1.8162, 1.8134], "total_energy_ev": -140856.91015, "homo_lumo_gap_ha": [0.1183, 0.1184], "multiplicity": 2}

[2]
{"formula": "C47H105N5O", "method": "ωB97M-V/def2-TZVPD", "symbols": ["C", "C", "O", "H", "H", "H", "H", "H", "C", "C", "C", "N", "C", "C", "C", "C", "C", "C", "H", "H", "H", "H", "H", "H", "H", "H", "H", "H", "H", "H", "H", "H", "H", "H", "H", "H", "H", "H", "C", "C", "C", "N", "C", "C", "C", "C", "C", "C", "H", "H", "H", "H", "H", "H", "H", "H", "H", "H", "H", "H", "H", "H", "H", "H", "H", "H", "H", "H", "C", "C", "C", "N", "C", "C", "C", "C", "C", "C", "H", "H", "H", "H", "H", "H", "H", "H", "H", "H", "H", "H", "H", "H", "H", "H", "H", "H", "H", "H", "C", "C", "C", "N", "C", "C", "C", "C", "C", "C", "H", "H", "H", "H", "H", "H", "H", "H", "H", "H", "H", "H", "H", "H", "H", "H", "H", "H", "H", "H", "C", "C", "C", "N", "C", "C", "C", "C", "C", "C", "H", "H", "H", "H", "H", "H", "H", "H", "H", "H", "H", "H", "H", "H", "H", "H", "H", "H", "H", "H"], "positions_angstrom": [[19.166, -22.007, 16.507], [17.734, -21.497, 16.493], [17.087, -20.926, 17.649], [19.203, -22.714, 17.335], [19.897, -21.201, 16.440], [19.430, -22.682, 15.693], [17.148, -22.365, 16.190], [17.638, -20.748, 15.707], [14.791, -26.780, 14.341], [14.027, -27.493, 15.385], [14.271, -27.129, 16.826], [13.394, -27.698, 17.957], [14.044, -27.361, 19.345], [15.199, -28.360, 19.688], [14.800, -29.859, 19.457], [14.278, -30.010, 17.962], [12.984, -29.151, 17.839], [12.039, -26.956, 17.897], [15.817, -26.764, 14.710], [14.429, -25.753, 14.290], [14.736, -27.206, 13.340], [14.290, -28.551, 15.357], [12.973, -27.602, 15.130], [14.226, -26.048, 16.961], [15.303, -27.425, 17.017], [14.160, -26.301, 19.569], [13.275, -27.756, 20.009], [16.055, -28.070, 19.078], [15.511, -28.200, 20.720], [15.666, -30.507, 19.590], [14.087, -30.109, 20.243], [15.058, -29.719, 17.258], [14.092, -31.022, 17.604], [12.564, -29.353, 16.854], [12.280, -29.385, 18.637], [11.803, -27.034, 16.836], [12.360, -25.963, 18.209], [11.361, -27.504, 18.551], [11.909, -18.195, 16.419], [11.607, -16.924, 17.310], [12.807, -16.003, 17.337], [12.897, -14.965, 18.546], [13.353, -15.688, 19.846], [13.803, -14.803, 21.096], [14.765, -13.654, 20.747], [14.402, -13.025, 19.410], [14.076, -13.970, 18.251], [11.604, -14.261, 18.835], [11.347, -18.168, 15.485], [11.668, -19.153, 16.879], [12.961, -18.290, 16.152], [11.481, -17.404, 18.280], [10.660, -16.457, 17.037], [12.819, -15.335, 16.476], [13.674, -16.660, 17.269], [14.126, -16.384, 19.520], [12.660, -16.425, 20.251], [14.103, -15.403, 21.955], [12.882, -14.366, 21.479], [15.800, -13.989, 20.689], [14.790, -13.054, 21.657], [15.251, -12.415, 19.103], [13.534, -12.381, 19.553], [14.958, -14.565, 18.011], [13.828, -13.290, 17.436], [10.984, -15.152, 18.942], [11.423, -13.488, 18.088], [11.655, -13.946, 19.877], [21.829, -15.905, 13.032], [22.458, -17.190, 12.550], [24.030, -17.148, 12.569], [24.632, -18.370, 11.859], [24.186, -18.333, 10.329], [24.977, -19.309, 9.430], [26.489, -19.332, 9.615], [26.984, -19.401, 11.086], [26.185, -18.328, 11.962], [24.072, -19.727, 12.479], [22.067, -15.802, 14.091], [20.747, -15.964, 12.919], [22.203, -15.066, 12.446], [22.021, -17.446, 11.584], [22.065, -17.982, 13.187], [24.489, -17.247, 13.552], [24.317, -16.272, 11.986], [24.348, -17.312, 9.983], [23.097, -18.395, 10.320], [24.817, -19.023, 8.390], [24.706, -20.364, 9.444], [26.773, -18.464, 9.020], [26.822, -20.231, 9.097], [28.059, -19.308, 11.243], [26.806, -20.347, 11.597], [26.593, -17.340, 11.747], [26.505, -18.321, 13.004], [22.989, -19.777, 12.362], [24.301, -19.695, 13.544], [24.482, -20.527, 11.862], [24.917, -24.406, 27.411], [25.484, -23.483, 26.315], [26.223, -24.207, 25.166], [26.656, -23.144, 24.075], [25.518, -22.281, 23.469], [24.653, -23.060, 22.468], [25.360, -23.892, 21.386], [26.502, -24.714, 22.063], [27.411, -23.861, 22.941], [27.711, -22.208, 24.745], [24.125, -25.054, 27.035], [24.517, -23.723, 28.160], [25.714, -24.995, 27.865], [26.117, -22.767, 26.840], [24.651, -22.905, 25.915], [25.568, -24.912, 24.653], [27.141, -24.636, 25.566], [24.909, -21.841, 24.260], [25.953, -21.375, 23.049], [24.002, -23.763, 22.988], [23.880, -22.516, 21.926], [24.671, -24.526, 20.827], [25.727, -23.204, 20.625], [26.263, -25.523, 22.754], [27.081, -25.271, 21.326], [28.221, -24.385, 23.448], [28.023, -23.103, 22.453], [28.099, -21.474, 24.038], [28.559, -22.858, 24.959], [27.304, -21.630, 25.574], [21.904, -15.419, 19.731], [22.492, -14.364, 20.689], [24.017, -14.457, 20.772], [24.633, -13.369, 21.671], [24.466, -11.993, 20.948], [25.333, -10.931, 21.569], [26.843, -11.280, 21.679], [27.014, -12.635, 22.352], [26.122, -13.694, 21.742], [24.064, -13.213, 23.109], [21.014, -15.060, 19.213], [21.540, -16.237, 20.353], [22.567, -15.939, 19.040], [21.973, -14.422, 21.646], [22.194, -13.345, 20.441], [24.478, -14.408, 19.785], [24.305, -15.460, 21.089], [24.747, -12.180, 19.912], [23.431, -11.659, 20.877], [25.316, -10.089, 20.877], [24.993, -10.563, 22.538], [27.186, -11.401, 20.652], [27.515, -10.519, 22.076], [28.070, -12.895, 22.413], [26.785, -12.512, 23.411], [26.488, -13.847, 20.727], [26.275, -14.651, 22.240], [23.076, -12.919, 22.756], [24.578, -12.385, 23.597], [24.300, -14.149, 23.614]], "charge": 4, "lumo_ev": -6.11, "de_lowest_kcal_mol": 0.00, "homo_energy_ev": -9.4853, "total_energy_ev": -59901.35429, "homo_lumo_gap_ha": 0.1240}

Q: Number 1 is which compound?
A: C46H95F3N5O14S2V